one) ORCA calculation (ωB97M-V/def2-TZVPD) on C20H30N2O4 in the gas phase.

As for the structure (SMILES): Cc1ccc2c(c1)c1c(n2C[C@@H](O)CNC(CO)(CO)CO)CCCC1. As for the spin multiplicity: 1. As for the net charge: 0. As for the lowest unoccupied orbital energy: 0.465 eV.

Element x y z (Å)
1 C -4.559 -4.329 0.233
2 C -3.711 -3.107 0.036
3 C -2.352 -3.262 -0.275
4 C -1.515 -2.186 -0.466
5 C -2.053 -0.912 -0.341
6 C -3.423 -0.731 -0.028
7 C -4.245 -1.841 0.158
8 C -3.643 0.675 0.021
9 C -2.450 1.277 -0.260
10 N -1.481 0.326 -0.495
11 C -0.090 0.577 -0.727
12 C 0.688 0.796 0.593
13 O 0.632 -0.333 1.418
14 C 2.155 1.177 0.317
15 N 2.825 0.030 -0.282
16 C 4.265 -0.112 -0.105
17 C 5.045 1.174 -0.480
18 O 6.441 1.014 -0.432
19 C 4.690 -1.269 -1.040
20 O 6.037 -1.640 -0.925
21 C 4.548 -0.505 1.365
22 O 5.911 -0.715 1.633
23 C -2.231 2.750 -0.323
24 C -3.590 3.448 -0.411
25 C -4.556 2.884 0.630
26 C -4.899 1.429 0.309
27 H -4.528 -4.964 -0.652
28 H -4.191 -4.915 1.075
29 H -5.593 -4.057 0.428
30 H -1.955 -4.264 -0.365
31 H -0.472 -2.342 -0.702
32 H -5.291 -1.706 0.395
33 H 0.022 1.464 -1.357
34 H 0.328 -0.286 -1.251
35 H 0.202 1.600 1.156
36 H 1.221 -0.995 1.032
37 H 2.194 2.082 -0.307
38 H 2.622 1.399 1.276
39 H 2.608 -0.003 -1.273
40 H 4.805 1.458 -1.511
41 H 4.732 1.992 0.183
42 H 6.662 0.732 0.472
43 H 4.101 -2.158 -0.795
44 H 4.461 -0.982 -2.078
45 H 6.569 -0.846 -1.109
46 H 4.235 0.296 2.039
47 H 3.956 -1.399 1.600
48 H 6.215 -1.425 1.043
49 H -1.617 3.019 -1.188
50 H -1.700 3.089 0.573
51 H -3.461 4.522 -0.262
52 H -4.011 3.293 -1.407
53 H -5.468 3.485 0.655
54 H -4.089 2.937 1.616
55 H -5.431 0.970 1.146
56 H -5.563 1.388 -0.562

two) ORCA calculation (ωB97M-V/def2-TZVPD) on C20H30N2O4 in the gas phase.

As for the structure (SMILES): CC[C@@H](C)NC(=O)[C@]1(C)CCC(=O)N1CCc1ccc(OC)c(OC)c1. As for the spin multiplicity: 1. As for the net charge: 0. As for the lowest unoccupied orbital energy: 0.632 eV.

Element x y z (Å)
1 C 1.775 -2.699 -1.730
2 C 1.648 -2.418 -0.238
3 C 0.192 -2.424 0.228
4 C 0.080 -2.214 1.737
5 N -0.565 -1.412 -0.486
6 C -1.770 -1.681 -1.010
7 O -2.324 -2.758 -0.898
8 C -2.409 -0.564 -1.862
9 C -3.919 -0.571 -1.615
10 C -2.099 -0.875 -3.346
11 C -1.024 0.128 -3.739
12 C -1.167 1.248 -2.722
13 O -0.731 2.371 -2.853
14 N -1.818 0.750 -1.644
15 C -2.190 1.505 -0.461
16 C -1.146 2.531 0.002
17 C 0.112 1.907 0.535
18 C 1.197 1.658 -0.291
19 C 2.350 1.109 0.234
20 C 2.468 0.792 1.586
21 O 3.675 0.254 1.922
22 C 3.964 -0.155 3.239
23 C 1.371 1.045 2.431
24 O 1.491 0.742 3.768
25 C 0.405 0.997 4.621
26 C 0.217 1.591 1.883
27 H 1.325 -3.658 -1.978
28 H 2.822 -2.722 -2.023
29 H 1.274 -1.928 -2.310
30 H 2.191 -3.180 0.323
31 H 2.094 -1.449 -0.006
32 H -0.279 -3.379 -0.033
33 H -0.965 -2.219 2.035
34 H 0.526 -1.263 2.018
35 H 0.595 -3.012 2.265
36 H -0.164 -0.486 -0.558
37 H -4.407 0.184 -2.228
38 H -4.152 -0.387 -0.569
39 H -4.303 -1.553 -1.875
40 H -1.784 -1.910 -3.472
41 H -2.997 -0.722 -3.945
42 H -1.135 0.514 -4.750
43 H -0.017 -0.285 -3.646
44 H -3.130 2.040 -0.653
45 H -2.361 0.781 0.342
46 H -1.616 3.128 0.787
47 H -0.903 3.184 -0.834
48 H 1.150 1.918 -1.337
49 H 3.208 0.921 -0.391
50 H 4.979 -0.550 3.194
51 H 3.284 -0.939 3.577
52 H 3.930 0.681 3.940
53 H 0.150 2.061 4.646
54 H -0.477 0.414 4.338
55 H 0.737 0.685 5.611
56 H -0.629 1.794 2.522

Q: Which of them is the least stable? A: one).

one) ORCA calculation (ωB97M-V/def2-TZVPD) on C23H22N4O2 in the gas phase.

As for the structure (SMILES): CN1[C@@H](C(=O)NCc2ccco2)C[C@H]2Cn3c(nc4cc5ccccc5cc43)[C@H]21. As for the spin multiplicity: 1. As for the net charge: 0. As for the lowest unoccupied orbital energy: 0.539 eV.

Element x y z (Å)
1 C -4.761 -0.896 1.306
2 N -3.426 -0.546 0.867
3 C -3.381 0.542 -0.099
4 C -2.013 1.257 -0.017
5 O -1.456 1.696 -1.001
6 N -1.598 1.370 1.254
7 C -0.318 1.880 1.730
8 C 0.548 2.444 0.658
9 C 0.691 3.714 0.179
10 C 1.696 3.649 -0.815
11 C 2.091 2.348 -0.858
12 O 1.408 1.616 0.033
13 C -3.568 -0.099 -1.482
14 C -2.855 -1.449 -1.344
15 C -1.422 -1.447 -1.922
16 N -0.587 -1.457 -0.759
17 C -1.245 -1.544 0.426
18 N -0.478 -1.508 1.473
19 C 0.799 -1.372 0.960
20 C 2.003 -1.256 1.608
21 C 3.167 -1.094 0.839
22 C 4.432 -0.948 1.456
23 C 5.566 -0.778 0.718
24 C 5.499 -0.748 -0.686
25 C 4.298 -0.888 -1.318
26 C 3.100 -1.063 -0.588
27 C 1.864 -1.193 -1.245
28 C 0.744 -1.334 -0.473
29 C -2.718 -1.638 0.208
30 H -4.686 -1.684 2.055
31 H -5.215 -0.022 1.773
32 H -5.416 -1.241 0.495
33 H -4.149 1.288 0.124
34 H -2.111 0.804 1.919
35 H 0.217 1.054 2.212
36 H -0.523 2.659 2.473
37 H 0.141 4.580 0.486
38 H 2.067 4.458 -1.411
39 H 2.827 1.838 -1.446
40 H -3.130 0.532 -2.252
41 H -4.628 -0.235 -1.698
42 H -3.442 -2.252 -1.793
43 H -1.225 -0.552 -2.519
44 H -1.232 -2.334 -2.539
45 H 2.059 -1.280 2.685
46 H 4.479 -0.972 2.536
47 H 6.524 -0.666 1.205
48 H 6.405 -0.612 -1.257
49 H 4.242 -0.866 -2.398
50 H 1.812 -1.159 -2.323
51 H -3.097 -2.598 0.566

two) ORCA calculation (ωB97M-V/def2-TZVPD) on a molecular structure, C23H22N4O2.

As for the spin multiplicity: 1. As for the net charge: 0. As for the lowest unoccupied orbital energy: -0.158 eV.

Element x y z (Å)
1 C -0.473 2.764 5.460
2 C -0.792 2.944 4.081
3 C -0.391 2.032 3.159
4 C 0.283 0.731 3.079
5 O 0.454 0.216 4.039
6 N 0.559 0.173 1.716
7 C 1.278 -0.967 1.301
8 C 1.150 -1.479 0.166
9 C 1.801 -2.665 -0.266
10 C 2.404 -3.351 0.674
11 C 2.520 -3.184 2.117
12 C 1.746 -2.072 2.456
13 H 1.520 -1.593 3.386
14 H 2.914 -3.709 2.822
15 H 2.833 -4.358 0.358
16 C 2.034 -2.903 -1.774
17 N 2.952 -3.260 -2.375
18 N 2.762 -3.558 -3.643
19 C 1.435 -3.298 -3.594
20 N 1.031 -2.836 -2.597
21 C -0.541 -2.575 -2.414
22 H -0.436 -2.385 -1.377
23 C -0.745 -1.280 -3.138
24 C -0.884 -1.512 -4.734
25 C 0.075 -2.171 -5.275
26 H 0.955 -1.172 -5.240
27 H -0.153 -1.897 -6.639
28 C 0.773 -3.406 -4.893
29 H 1.523 -3.681 -5.895
30 H -0.069 -3.970 -4.990
31 H -1.447 -0.698 -5.058
32 H -1.941 -2.384 -4.806
33 H -1.744 -0.825 -2.744
34 H -0.141 -0.464 -3.188
35 H -1.125 -3.328 -2.790
36 H 0.943 -0.756 -0.428
37 H 0.057 0.611 1.105
38 O -0.513 2.582 1.698
39 C -1.323 3.611 1.974
40 C -1.738 4.390 1.002
41 C -2.426 5.822 1.430
42 C -2.269 5.945 2.737
43 C -1.966 5.078 3.672
44 C -1.433 3.978 3.195
45 H -2.029 5.208 4.816
46 H -3.093 7.008 3.202
47 H -2.977 6.465 0.727
48 H -1.952 4.425 -0.069
49 H -1.535 2.595 6.070
50 H 0.157 3.428 5.774
51 H -0.022 1.729 5.713

Q: Which of them is the least stable? A: two).

one) ORCA calculation (ωB97M-V/def2-TZVPD) on 10 unconnected molecules or ions with the total composition CH21O9.

As for the spin multiplicity: 1. As for the net charge: +1. As for the lowest unoccupied orbital energy: -11.635 eV.

Element x y z (Å)
1 O 3.928 3.873 6.050
2 H 3.860 3.270 6.780
3 H 4.621 5.657 9.112
4 H 3.056 4.100 5.856
5 O 5.190 9.863 7.579
6 H 5.687 9.700 6.740
7 H 4.380 10.629 4.078
8 H 4.871 10.782 7.542
9 C 4.988 3.806 9.808
10 O 4.997 5.243 9.847
11 H 4.368 3.450 8.919
12 H 5.982 3.416 9.842
13 H 4.492 3.539 10.694
14 O 6.471 4.477 3.860
15 H 5.814 4.160 4.458
16 H 7.230 3.838 3.870
17 O 6.818 5.375 6.854
18 H 6.451 4.800 7.543
19 H 6.895 4.861 6.064
20 O 5.393 6.537 12.413
21 H 5.268 5.977 11.652
22 H 4.933 7.374 12.282
23 O 3.964 6.679 7.460
24 H 4.299 7.597 7.537
25 H 4.313 6.320 6.608
26 O 6.616 3.683 12.938
27 H 6.338 4.632 12.805
28 H 6.477 3.573 13.928
29 O 5.671 9.834 10.481
30 H 5.182 9.448 9.716
31 H 6.376 10.454 10.123

two) ORCA calculation (ωB97M-V/def2-TZVPD) on 9 unconnected molecules or ions with the total composition CH21O9.

As for the spin multiplicity: 1. As for the net charge: +1. As for the lowest unoccupied orbital energy: -3.520 eV.

Element x y z (Å)
1 O 0.427 0.220 -3.817
2 H 1.127 0.774 -4.218
3 H 0.603 -0.712 -4.051
4 H 0.456 0.370 -2.813
5 O -0.324 -0.884 0.428
6 H -1.310 -0.781 0.409
7 H -0.035 -0.789 1.373
8 H 0.109 -0.111 -0.062
9 C 0.345 2.389 -0.732
10 O 0.455 1.077 -1.238
11 H -0.676 2.671 -0.446
12 H 0.821 2.404 0.260
13 H 0.847 3.145 -1.337
14 O 2.650 -1.830 1.096
15 H 3.128 -1.200 1.643
16 H 3.195 -1.918 0.310
17 O -1.934 -2.554 2.441
18 H -2.240 -2.070 3.216
19 H -2.742 -2.871 2.020
20 O 3.085 0.030 -1.137
21 H 2.343 0.664 -1.099
22 H 2.667 -0.812 -1.329
23 O 0.524 -0.239 2.993
24 H 1.480 -0.132 3.033
25 H 0.203 0.115 3.829
26 O -2.660 0.236 0.926
27 H -3.370 -0.297 1.307
28 H -2.620 1.026 1.482
29 O -2.431 0.658 -1.806
30 H -1.491 0.897 -1.812
31 H -2.633 0.523 -0.870

Q: Which of them is the least stable? A: one).

one) ORCA calculation (ωB97M-V/def2-TZVPD) on 2 unconnected molecules or ions with the total composition H2N2O4P.

As for the spin multiplicity: 1. As for the net charge: -1. As for the lowest unoccupied orbital energy (alpha / beta): 3.530 / 3.530 eV.

Element x y z (Å)
1 N -0.118 -0.147 0.678
2 N -1.630 2.491 0.012
3 O -1.296 3.242 -0.893
4 O -1.267 1.104 -2.312
5 O -1.806 2.823 1.173
6 O -3.152 0.296 -0.680
7 P -1.859 0.971 -0.957
8 H -0.404 -1.109 0.455
9 H -0.291 0.164 1.549

two) ORCA calculation (ωB97M-V/def2-TZVPD) on 2 unconnected molecules or ions with the total composition H2N2O4P.

As for the spin multiplicity: 1. As for the net charge: -1. As for the lowest unoccupied orbital energy: 4.018 eV.

Element x y z (Å)
1 N 0.248 -0.546 0.398
2 N -2.267 0.903 -0.048
3 O -3.479 1.007 0.281
4 O -1.281 -1.840 -1.277
5 O -1.560 1.845 -0.483
6 O -1.787 -2.077 1.241
7 P -1.181 -1.293 0.108
8 H 0.419 0.106 -0.294
9 H 0.635 -0.345 1.339

Q: Which of them is the least stable? A: one).